The following is a DFT calculation (ωB97M-V with the def2-TZVPD basis set) of a molecular structure, C25H45ClF5OPTeW in a non-equilibrium geometry.

Energy above the lowest of the compared OMol25 structures with the same formula, charge and spin ... 183.7 kcal per mole
Highest occupied orbital energy (alpha / beta) ... -7.55 / -8.78 eV
HOMO-LUMO gap (alpha / beta) ... 6.905 / 6.663 eV
<S²> ... 2.013
2S+1 ... 3
Lowest unoccupied orbital energy (alpha / beta) ... -0.64 / -2.11 eV
DFT total energy ... -2690.455793 Eh

Geometry (Å):
W 0.485320 -0.473475 2.269857
Te -3.738010 -2.541731 1.578689
Cl -0.165848 -2.232710 3.461250
P -0.089961 0.093140 -0.043164
F -2.558462 -3.977964 1.999305
F -5.106998 -3.853744 1.518079
F -4.215483 -2.295978 3.405845
F -5.092681 -1.315806 0.998484
F -3.470701 -2.993104 -0.271880
O -2.472952 -1.239139 1.579636
C -2.726006 0.847017 -1.161762
C 2.684042 2.850250 -2.933670
C 2.236870 1.732252 -0.679891
C 2.990917 -3.659972 -0.036756
C -0.639814 1.316320 1.322746
C -2.698463 -1.499263 -2.967389
C 2.579353 -2.709025 -1.254059
C 3.177001 -3.342027 2.518164
C 0.365807 1.992990 -2.283040
C 3.267851 2.027365 -1.780245
C -0.505936 3.635530 3.215053
C 2.374092 -0.754891 1.881288
C 2.488545 -3.989074 1.390273
C 3.409351 -1.799096 2.277480
C -1.422008 -0.830528 -2.468669
C -3.817484 -0.478852 -3.069308
C -4.023088 0.283946 -1.760006
C -0.755726 2.801268 0.783374
C -0.243341 2.226475 3.672577
C -1.303441 3.686875 1.906252
C -1.668893 -0.249472 -1.082197
C 1.336097 2.310728 -3.424668
C 0.386444 1.475469 2.538276
C 1.034021 1.018174 -1.297324
C 1.256423 -2.514918 -1.137067
H -4.741754 1.095120 -1.911296
H 4.323394 -1.742402 1.681796
H 2.781936 -0.453373 0.849103
H -0.666771 -1.603905 -2.433991
H -2.377355 1.683495 -1.785324
H 0.622435 -2.488359 -0.183637
H -1.663272 1.032772 1.606487
H 0.704415 0.494669 3.564681
H 0.482425 2.142336 4.473757
H -2.506166 -1.986845 -3.928475
H 1.410194 0.149893 -1.873215
H 0.575493 -2.157866 -1.919501
H 1.335943 1.827473 2.147987
H 0.468069 4.108213 3.048654
H 2.550681 3.888398 -2.599703
H -1.079986 -0.069629 -3.182895
H -2.947163 1.240149 -0.162842
H 0.240388 3.140305 0.472103
H 3.116855 -1.715909 -0.961520
H 3.637564 -1.346805 3.256611
H -1.401602 2.884705 -0.103304
H -2.091224 -1.058717 -0.462743
H -0.569607 1.606109 -2.698311
H 2.702442 -3.480770 3.491929
H 4.131916 2.542421 -1.351234
H -1.345538 4.727715 1.567707
H 4.149830 -3.840239 2.647271
H 2.709245 1.146913 0.114774
H -4.743720 -0.982036 -3.361565
H 2.909575 -4.592316 -0.644263
H -2.342018 3.383814 2.102256
H -1.144728 1.678001 3.953652
H 4.033582 -3.505204 0.075149
H 1.509874 1.397403 -4.007616
H -3.562953 0.239973 -3.856650
H -4.471415 -0.380258 -1.010503
H 2.524580 -5.065213 1.487266
H 3.397744 2.880187 -3.764744
H 3.642547 1.071977 -2.173174
H 0.880150 3.021104 -4.120210
H 1.423987 -3.932453 1.494961
H 1.917150 2.674593 -0.212019
H 0.107731 2.930310 -1.768257
H -2.971237 -2.283278 -2.246844
H -1.020471 4.150497 4.022158

Cartesian forces (eV/Å) of the 6 atoms listed first:
1.0 -5.3 -2.3
0.2 0.3 -0.2
0.1 -1.0 0.7
-0.6 1.4 -1.9
-0.7 0.7 -0.1
0.8 0.8 0.1